1.
Computed, not measured: one molecule with the formula C5H5N3 at a distorted geometry, with ωB97M-V/def2-TZVPD.

```
13
Properties=species:S:1:pos:R:3:forces:R:3
C 0.4368 -1.7408 -0.1925 0.02 -3.05 -0.96
C -0.3551 2.1444 -0.8152 -0.91 2.29 2.00
C 0.7816 -1.2438 -1.3972 0.26 -2.04 -1.48
C 0.0461 -0.9953 0.9054 -1.24 1.15 1.85
C 0.1056 1.0087 -1.2417 0.95 -0.88 -0.45
N 0.7530 0.0701 -1.7178 -0.41 2.30 -0.33
N -0.4501 -0.4401 1.8234 1.68 -0.74 -1.66
N -0.8548 0.4626 2.5679 -0.72 1.56 -2.64
H 0.3640 -2.8833 -0.0962 0.42 1.85 -0.02
H -1.3964 2.6248 -1.1189 2.62 -1.20 0.69
H 1.1230 -1.8867 -2.3222 -0.83 0.95 2.37
H -0.8481 0.2746 3.5038 0.07 -1.18 2.97
H 0.2943 2.6049 0.1012 -1.90 -1.01 -2.33
```
Forces are in eV/Å.

Summary:
- energy (eV) = -9730.4789
- HOMO (alpha / beta) (eV) = -7.90 / -7.90
- net charge = 0
- frontier orbital gap (alpha / beta) (eV) = 7.80 / 7.80

Atomic partial charges in e from the Löwdin method, atoms 1 to 4:
1 C -0.106
2 C -0.027
3 C -0.186
4 C -0.016



2.
Computed, not measured: a 2-piece molecular cluster, C5H5N3 overall at a distorted geometry, with ωB97M-V/def2-TZVPD.

```
13
Properties=species:S:1:pos:R:3:forces:R:3
C 2.1223 -0.0941 -0.1210 2.09 -0.56 1.35
C 1.3237 0.9753 -0.0494 -1.82 4.35 -0.41
C 0.0246 0.5317 0.0095 5.27 -0.82 -0.79
C -1.8884 -0.2504 -0.0467 -3.11 -2.72 0.01
C -1.0601 -1.3717 -0.0263 -0.52 0.90 -0.27
H 3.1669 -0.1638 0.0092 1.01 0.19 -0.31
H 1.4930 2.0248 -0.1033 0.81 0.47 -0.02
H -1.5466 2.0269 0.7207 0.90 -4.07 -3.30
H -2.9815 -0.1379 0.0074 0.67 -0.82 -0.21
H -1.0960 -2.4405 -0.2067 -0.91 0.26 0.34
N -1.2256 0.9274 -0.2106 -1.49 4.23 3.77
N 0.2149 -0.8325 -0.0081 -3.14 2.03 0.73
N 1.4528 -1.1952 0.0253 0.24 -3.45 -0.90
```
Forces are in eV/Å.

Summary:
- energy (eV) = -9731.9361
- HOMO (eV) = -8.12
- net charge = 0
- frontier orbital gap (eV) = 7.47

Atomic partial charges in e from the Löwdin method, atoms 1 to 4:
1 C -0.194
2 C -0.054
3 C -0.356
4 C -0.170



3.
Computed, not measured: a 2-piece molecular cluster, C5H5N3 overall at a distorted geometry, with ωB97M-V/def2-TZVPD.

```
13
Properties=species:S:1:pos:R:3:forces:R:3
C 2.9169 0.1783 0.8730 0.45 0.77 0.43
C -1.8211 0.8785 -0.1422 -0.46 -0.41 -0.24
C -0.4657 0.9328 0.0807 0.54 -0.33 0.30
C -2.2000 -0.4655 -0.2001 -0.87 0.89 -0.03
C 0.0279 -0.4229 0.1780 -2.22 1.03 -0.16
N 3.7642 0.3406 0.0853 0.02 -0.08 -0.14
N 1.1603 -0.9544 0.2834 1.37 -1.66 -0.05
N -1.1347 -1.2291 0.0489 1.11 -0.53 -0.14
H -2.4854 1.7114 -0.2691 -0.10 0.11 -0.05
H 0.1446 1.8065 0.1840 0.19 0.12 0.01
H -3.1654 -0.8859 -0.4200 -0.06 -0.06 0.12
H 4.3530 0.3453 -0.7177 0.03 -0.05 -0.03
H -1.0945 -2.2356 0.0160 0.00 0.18 -0.02
```
Forces are in eV/Å.

Summary:
- energy (eV) = -9731.7618
- spin multiplicity = 3
- HOMO (alpha / beta) (eV) = -7.09 / -9.68
- net charge = 0
- frontier orbital gap (alpha / beta) (eV) = 8.18 / 9.42

Atomic partial charges in e from the Löwdin method, atoms 1 to 4:
1 C -0.091
2 C -0.098
3 C -0.032
4 C -0.124